# 1
The following is a quantum chemistry calculation of a structure of composition C2H4La, from the OMol25 dataset.

Frontier orbital gap (alpha / beta) ... 0.2703 / 0.2043 Ha
Charge ... +1
Largest force on an atom ... 1.7 eV Å⁻¹
DFT total energy ... -109.67440 hartree

Last column: Mulliken charge in e.
Atoms and positions in Å:
C 0.209 -0.512 -0.254  -0.77
C 0.505 0.421 0.671  -0.32
H -0.573 -1.265 -0.103  0.18
H 0.823 -0.670 -1.151  0.25
H 1.331 1.097 0.402  0.29
La -0.592 0.691 2.990  1.36
H -1.703 0.237 -2.556  0.01



# 2
The following is a quantum chemistry calculation of the ion C4H10NO with charge -1, from the OMol25 dataset.

Frontier orbital gap ... 0.2432 Ha
Charge ... -1
Energy relative to the best compared isomer or geometry (same formula, charge and spin) ... 51.0 kcal/mol
SMILES ... CN[C@H](C)C[O-]
Largest force on an atom ... 4.3 eV Å⁻¹
DFT total energy ... -288.31037 hartree

Last column: Mulliken charge in e.
Atoms and positions in Å:
C -0.121 -1.146 -1.561  -0.67
N -0.903 -0.057 -0.866  -0.47
C -0.279 0.673 0.266  0.26
C 1.217 0.879 0.071  -1.03
C -0.683 -0.046 1.640  -0.34
O -1.819 0.115 2.215  -0.75
H -0.610 -1.217 -2.474  0.32
H 0.999 -0.739 -1.657  0.18
H -0.175 -2.141 -1.069  0.21
H -1.734 -0.401 -0.387  0.27
H -0.797 1.662 0.050  0.13
H 1.686 1.134 1.091  0.32
H 1.409 1.903 -0.474  0.22
H 1.834 0.126 -0.534  0.25
H 0.150 0.445 2.369  0.06
H -0.174 -1.189 1.320  0.02



What did the second record say?
The following is a quantum chemistry calculation of the ion C4H10NO with charge -1, from the OMol25 dataset.

Frontier orbital gap ... 0.2432 Ha
Charge ... -1
Energy relative to the best compared isomer or geometry (same formula, charge and spin) ... 51.0 kcal/mol
SMILES ... CN[C@H](C)C[O-]
Largest force on an atom ... 4.3 eV Å⁻¹
DFT total energy ... -288.31037 hartree

Last column: Mulliken charge in e.
Atoms and positions in Å:
C -0.121 -1.146 -1.561  -0.67
N -0.903 -0.057 -0.866  -0.47
C -0.279 0.673 0.266  0.26
C 1.217 0.879 0.071  -1.03
C -0.683 -0.046 1.640  -0.34
O -1.819 0.115 2.215  -0.75
H -0.610 -1.217 -2.474  0.32
H 0.999 -0.739 -1.657  0.18
H -0.175 -2.141 -1.069  0.21
H -1.734 -0.401 -0.387  0.27
H -0.797 1.662 0.050  0.13
H 1.686 1.134 1.091  0.32
H 1.409 1.903 -0.474  0.22
H 1.834 0.126 -0.534  0.25
H 0.150 0.445 2.369  0.06
H -0.174 -1.189 1.320  0.02